{"formula": "C2H3IO2", "method": "the ωB97M-V functional and the def2-TZVPD basis", "symbols": ["C", "C", "O", "O", "I", "H", "H", "H"], "positions_angstrom": [[-0.23630, -0.72580, -0.66542], [-2.28186, 0.72928, -0.44326], [0.40464, 0.09289, -0.10118], [-1.54754, -0.61094, -0.78288], [-1.85684, 1.14001, 1.61897], [0.06300, -1.72701, -1.01777], [-1.67820, 1.47965, -0.99357], [-3.35595, 0.59567, -0.84252]], "lowdin_spin": [0.017, 0.448, 0.084, 0.029, 1.376, 0.004, 0.013, 0.029], "spin_multiplicity": 3, "relative_energy_kj_mol": 105.6, "s2": 2.005, "e_tot_ha": -525.999556}

{"formula": "C5H10O", "method": "the ωB97M-V functional and the def2-TZVPD basis", "symbols": ["C", "C", "C", "C", "C", "O", "H", "H", "H", "H", "H", "H", "H", "H", "H", "H"], "positions_angstrom": [[2.99918, -0.34904, -0.12318], [1.73940, 0.49957, 0.00106], [0.44167, -0.32103, 0.05647], [-0.80519, 0.58028, 0.12769], [-2.07071, -0.21731, 0.31083], [-3.04750, -0.16007, -0.41271], [3.09350, -1.03207, 0.74770], [2.96651, -0.95602, -1.03319], [3.90282, 0.25529, -0.19365], [1.68500, 1.21157, -0.82576], [1.78327, 1.10444, 0.90459], [0.33639, -0.97989, -0.82555], [0.45422, -0.99338, 0.92581], [-0.90997, 1.17487, -0.79075], [-0.70719, 1.25758, 0.97964], [-2.05069, -0.91662, 1.17564]], "lowdin_charge": [-0.119, -0.280, -0.227, -0.177, -0.271, 0.040, 0.081, 0.071, 0.066, 0.108, 0.104, 0.124, 0.113, 0.123, 0.120, 0.124], "smiles": "CCCCC=O", "relative_energy_kj_mol": 38.1, "e_tot_ha": -271.738114}

{"formula": "C30H24N4PSSe4Zr", "method": "the ωB97M-V functional and the def2-TZVPD basis", "symbols": ["Zr", "Se", "Se", "Se", "Se", "N", "C", "C", "C", "C", "C", "C", "S", "N", "C", "C", "C", "C", "C", "C", "N", "H", "H", "H", "H", "H", "H", "H", "H", "H", "N", "P", "C", "C", "C", "C", "C", "C", "C", "C", "C", "C", "C", "C", "C", "C", "C", "C", "C", "C", "H", "H", "H", "H", "H", "H", "H", "H", "H", "H", "H", "H", "H", "H", "H"], "positions_angstrom": [[-1.76734, -0.41211, 0.26386], [-3.07795, -1.00679, -1.92868], [-4.60751, -0.39474, -0.24516], [-4.81287, -2.34081, 1.01478], [-2.66791, -2.29990, 1.98211], [-0.93636, 2.26455, 3.87006], [-0.83080, 1.45033, 5.03149], [-1.14102, 1.97224, 6.27450], [-1.05821, 1.16331, 7.39971], [-0.69856, -0.16890, 7.27615], [-0.41628, -0.69751, 6.02331], [-0.45878, 0.12011, 4.90761], [0.01991, -0.48710, 3.31843], [-0.93783, 0.51207, 2.32227], [-1.18259, 1.72805, 2.65072], [-1.74674, 2.59143, 1.57671], [-1.77283, 3.97268, 1.64709], [-2.25486, 4.69100, 0.56193], [-2.69603, 4.00940, -0.55669], [-2.62944, 2.62621, -0.55424], [-2.16346, 1.93301, 0.48513], [-1.29413, 3.19013, 4.03836], [-1.44462, 3.00882, 6.36517], [-1.28705, 1.57759, 8.37166], [-0.64204, -0.80184, 8.15055], [-0.14921, -1.74075, 5.91347], [-1.39986, 4.49966, 2.51353], [-2.27711, 5.77181, 0.59372], [-3.08194, 4.52919, -1.42116], [-2.95052, 2.04706, -1.41207], [-0.02168, -0.17325, -0.53204], [0.90259, -0.78351, -1.66658], [0.16393, -0.53216, -3.29325], [-0.38111, -1.57564, -4.03490], [-1.05823, -1.30276, -5.21706], [-1.18799, 0.00431, -5.65839], [-0.64359, 1.04892, -4.92017], [0.02688, 0.78367, -3.73855], [2.54160, -0.05294, -1.69762], [3.24929, 0.10404, -2.88683], [4.53532, 0.62338, -2.85816], [5.10968, 0.98354, -1.64754], [4.40332, 0.82896, -0.46173], [3.11872, 0.31117, -0.48281], [1.12180, -2.57461, -1.46745], [0.39191, -3.26444, -0.51109], [0.49799, -4.64434, -0.39713], [1.35811, -5.33761, -1.23160], [2.11681, -4.65161, -2.17321], [2.00038, -3.27754, -2.29246], [-0.29121, -2.59756, -3.68992], [-1.48583, -2.11578, -5.78843], [-1.71498, 0.21321, -6.57998], [-0.74198, 2.06878, -5.26834], [0.44745, 1.59587, -3.15590], [2.79559, -0.16933, -3.83170], [5.08597, 0.74919, -3.78075], [6.11254, 1.38936, -1.62754], [4.85569, 1.11275, 0.47925], [2.55297, 0.19307, 0.43391], [-0.24523, -2.74834, 0.19185], [-0.09248, -5.16351, 0.34647], [1.44835, -6.41244, -1.14728], [2.79866, -5.19175, -2.81643], [2.59272, -2.74932, -3.03094]], "lowdin_charge": [0.826, 0.105, -0.023, 0.022, -0.032, 0.146, -0.233, -0.012, -0.061, -0.063, -0.077, -0.444, 0.958, -0.393, -0.342, -0.174, 0.018, -0.015, -0.012, -0.111, -0.014, 0.132, 0.119, 0.113, 0.114, 0.116, 0.119, 0.125, 0.122, 0.086, -0.429, 0.805, -0.336, -0.107, -0.071, -0.065, -0.069, -0.096, -0.298, -0.083, -0.066, -0.067, -0.069, -0.075, -0.288, -0.091, -0.056, -0.062, -0.063, -0.079, 0.108, 0.114, 0.111, 0.108, 0.113, 0.108, 0.110, 0.110, 0.108, 0.097, 0.020, 0.113, 0.111, 0.111, 0.110], "charge": 1, "relative_energy_kj_mol": 13.8, "e_tot_ha": -11768.962058}

{"formula": "C7H13N2", "method": "the ωB97M-V functional and the def2-TZVPD basis", "symbols": ["C", "N", "C", "C", "N", "C", "C", "C", "C", "H", "H", "H", "H", "H", "H", "H", "H", "H", "H", "H", "H", "H"], "positions_angstrom": [[3.38071, 0.54756, -0.25002], [2.02560, 0.01016, -0.07013], [1.16926, 0.67577, 0.56220], [-0.19158, 0.25727, 1.03329], [-0.84730, -1.03405, 0.58048], [-0.18985, -1.99804, -0.29516], [-1.35189, 0.34309, 0.18557], [-1.91348, 0.69125, -1.13071], [-2.74690, 0.87966, 0.11360], [3.59124, 1.40404, 0.38080], [4.07200, -0.22160, -0.25174], [3.62177, 0.84390, -1.22612], [1.47804, 1.60461, 1.11718], [-0.30814, 0.35753, 2.06934], [-1.57489, -1.42550, 1.30638], [0.55429, -2.56011, 0.26681], [-1.07227, -2.54023, -0.56412], [0.26037, -1.45273, -1.09315], [-2.05367, -0.14655, -1.65051], [-1.51928, 1.58514, -1.59446], [-2.74192, 1.95431, 0.27831], [-3.64211, 0.22452, 0.23216]], "lowdin_charge": [-0.073, 0.025, -0.116, -0.084, 0.010, 0.014, -0.301, -0.019, 0.003, 0.088, 0.062, 0.072, 0.146, 0.146, 0.245, 0.115, 0.102, 0.090, 0.075, 0.132, 0.127, 0.141], "charge": 1, "smiles": "C/N=C/[C@@H]1[N@H+](C)C12CC2", "relative_energy_kj_mol": 436.3, "e_tot_ha": -383.651006}

{"formula": "C40H41AsN4O3P2ReS2Se", "method": "the ωB97M-V functional and the def2-TZVPD basis", "symbols": ["Re", "C", "N", "C", "P", "C", "C", "C", "C", "C", "C", "C", "C", "C", "C", "C", "C", "C", "C", "C", "C", "C", "C", "P", "C", "C", "C", "C", "C", "C", "C", "C", "C", "C", "C", "C", "H", "H", "H", "H", "H", "H", "H", "H", "H", "H", "H", "H", "H", "H", "H", "H", "H", "H", "H", "H", "H", "H", "H", "H", "H", "H", "H", "H", "H", "Se", "N", "C", "C", "C", "C", "N", "C", "N", "H", "H", "H", "C", "As", "C", "C", "H", "H", "H", "H", "H", "H", "H", "H", "H", "O", "S", "O", "O", "S"], "positions_angstrom": [[-0.14734, 0.27250, -0.10033], [0.61547, -1.20444, 2.95670], [0.55938, -2.59105, 2.51959], [0.56961, -2.88717, 1.16509], [-1.12116, -1.98260, 0.19949], [-2.18292, -2.76580, 1.46375], [-2.93624, -2.05926, 2.39791], [-3.72883, -2.73280, 3.31461], [-3.78000, -4.11744, 3.31743], [-3.03101, -4.83133, 2.39381], [-2.23802, -4.16105, 1.47587], [-1.05533, -3.14825, -1.19551], [-2.22993, -3.59294, -1.80424], [-2.17050, -4.45635, -2.88743], [-0.94442, -4.88911, -3.37318], [0.22894, -4.46120, -2.76807], [0.17105, -3.59628, -1.68633], [0.27071, -3.57706, 3.47621], [-0.38083, -3.24043, 4.66797], [-0.65112, -4.22715, 5.59707], [-0.26363, -5.54026, 5.36234], [0.41127, -5.86804, 4.19291], [0.68395, -4.89707, 3.25034], [1.40428, -0.05353, 1.74739], [3.02445, -0.84277, 1.52952], [3.61845, -0.94084, 0.27859], [4.81606, -1.62110, 0.11372], [5.43329, -2.21016, 1.20760], [4.85019, -2.11675, 2.46443], [3.64959, -1.44332, 2.62486], [1.66867, 1.40667, 2.78240], [0.56168, 2.11604, 3.24688], [0.73083, 3.25256, 4.02155], [2.00990, 3.69594, 4.33029], [3.11603, 2.99730, 3.86876], [2.94990, 1.85436, 3.09978], [1.13719, -1.15608, 3.91401], [-0.40619, -0.83409, 3.11889], [0.47985, -3.94620, 0.96580], [1.39433, -2.42037, 0.62933], [-2.94417, -0.98194, 2.39866], [-4.32371, -2.16756, 4.01909], [-4.40804, -4.63959, 4.02581], [-3.06986, -5.91169, 2.37556], [-1.68156, -4.74222, 0.75055], [-3.19187, -3.26553, -1.43667], [-3.08738, -4.79277, -3.35081], [-0.90418, -5.56464, -4.21656], [1.18694, -4.80268, -3.13520], [1.10217, -3.28067, -1.23101], [-0.71174, -2.23082, 4.85578], [-1.17240, -3.97068, 6.50867], [-0.47240, -6.30406, 6.09796], [0.74356, -6.88265, 4.02503], [1.25734, -5.15233, 2.37129], [3.14895, -0.46767, -0.56819], [5.26865, -1.69112, -0.86622], [6.36753, -2.74001, 1.08378], [5.32930, -2.56778, 3.32223], [3.22167, -1.37873, 3.61780], [-0.44760, 1.79415, 3.01682], [-0.13386, 3.79073, 4.38421], [2.14505, 4.58364, 4.93289], [4.11382, 3.33793, 4.10884], [3.82366, 1.32547, 2.74399], [4.19814, 2.85445, -0.22343], [3.38172, 4.41847, -0.37749], [2.08524, 4.17470, -0.41571], [1.06742, 5.16678, -0.56706], [-0.20954, 4.72776, -0.64800], [-0.50551, 3.33338, -0.55420], [0.38339, 2.38711, -0.38496], [1.70766, 2.79524, -0.33980], [2.68225, 1.92165, -0.25812], [1.33786, 6.21118, -0.62861], [-1.03931, 5.40603, -0.77876], [-1.53853, 3.01657, -0.61683], [2.42246, -1.02820, -2.98902], [0.76819, -0.11841, -2.52709], [1.04325, 1.57691, -3.42181], [-0.50761, -0.91902, -3.74173], [2.35846, -1.29087, -4.04529], [2.58211, -1.92600, -2.40088], [3.25491, -0.34079, -2.84511], [1.31496, 1.36008, -4.45545], [1.84625, 2.13811, -2.94866], [0.11875, 2.15144, -3.40596], [-0.10469, -0.78019, -4.74524], [-1.46206, -0.41125, -3.64237], [-0.62421, -1.97911, -3.53451], [-4.20249, 0.83107, -0.86649], [-2.92559, 0.29381, -0.58749], [-1.79487, 0.73692, -1.49767], [-2.88505, -1.19821, -0.51244], [-2.04948, 0.99391, 1.16450]], "lowdin_spin": [1.664, 0.029, 0.323, 0.152, 0.112, 0.008, 0.008, 0.002, 0.001, 0.000, 0.003, 0.014, 0.008, 0.000, 0.006, -0.001, 0.006, 0.019, 0.065, -0.003, 0.089, -0.007, 0.073, 0.051, 0.015, 0.008, 0.002, 0.000, 0.002, 0.001, 0.003, 0.003, 0.001, 0.000, 0.001, 0.000, 0.005, 0.016, 0.007, 0.025, 0.003, 0.000, 0.000, 0.000, 0.000, 0.000, 0.000, 0.000, 0.000, 0.001, 0.003, -0.002, 0.004, -0.002, 0.003, 0.004, 0.000, 0.000, 0.000, 0.000, 0.002, 0.000, 0.000, 0.000, 0.000, 0.001, 0.004, 0.000, 0.007, -0.001, 0.009, 0.008, 0.007, 0.015, 0.000, 0.000, 0.002, 0.014, 0.030, 0.005, -0.004, 0.001, 0.000, 0.000, 0.000, 0.000, 0.000, -0.001, 0.000, 0.000, 0.011, 0.022, -0.003, 0.030, 0.112], "charge": 2, "spin_multiplicity": 4, "relative_energy_kj_mol": 65.2, "s2": 3.783, "e_tot_ha": -8187.676781}

{"formula": "C8H18N2O", "method": "the ωB97M-V functional and the def2-TZVPD basis", "symbols": ["C", "C", "C", "C", "C", "C", "C", "C", "N", "N", "O", "H", "H", "H", "H", "H", "H", "H", "H", "H", "H", "H", "H", "H", "H", "H", "H", "H", "H"], "positions_angstrom": [[0.88993, -1.95313, 3.61631], [-0.16605, 2.38420, -2.34018], [0.33124, -1.30907, 2.37480], [0.84219, 1.50491, -1.57109], [-0.96270, -0.34984, 2.56046], [1.13161, 0.16662, -2.25813], [-1.31863, 0.31324, 1.17323], [-0.07337, -0.56497, -2.90364], [-1.69276, -0.62328, 0.10949], [-1.02910, -1.09324, -2.03498], [-0.86600, -0.43306, -0.89846], [0.93584, -1.23658, 4.46512], [0.11576, -2.72625, 3.97227], [1.84688, -2.37358, 3.53374], [0.17888, 2.62273, -3.32578], [-1.03230, 1.76532, -2.53866], [-0.39664, 3.25113, -1.82118], [0.09623, -2.00038, 1.57968], [1.04117, -0.68601, 1.87695], [0.41824, 1.39733, -0.51295], [1.89296, 1.99144, -1.60917], [-1.98938, -0.87393, 2.71780], [-0.75337, 0.44222, 3.26875], [1.89485, 0.32485, -2.99255], [1.62630, -0.49200, -1.44614], [-0.41617, 0.87932, 0.92134], [-2.27864, 0.99116, 1.23314], [0.18474, -1.46391, -3.51327], [-0.45170, 0.14476, -3.63689]], "lowdin_charge": [-0.121, -0.098, -0.259, -0.258, -0.161, -0.203, -0.243, -0.258, 0.061, 0.066, -0.208, 0.076, 0.102, 0.042, 0.070, 0.060, 0.047, 0.091, 0.084, 0.080, 0.129, 0.128, 0.092, 0.093, 0.135, 0.075, 0.148, 0.126, 0.103], "relative_energy_kj_mol": 607.1, "e_tot_ha": -500.132168}

{"formula": "C5H6CuO3", "method": "the ωB97M-V functional and the def2-TZVPD basis", "symbols": ["O", "C", "O", "O", "C", "C", "C", "C", "Cu", "H", "H", "H", "H", "H", "H"], "positions_angstrom": [[-2.80920, -0.54037, 5.63162], [-2.25264, -0.50173, 4.63301], [-1.68975, -0.48286, 3.60872], [0.32380, 0.60592, 1.05641], [1.02709, 0.41229, -0.11858], [0.13145, -0.03444, -1.27997], [0.93248, -0.33627, -2.52693], [0.83082, 0.30136, -3.67239], [-0.71936, -0.18151, 2.04263], [1.82821, -0.34276, 0.01292], [1.53410, 1.35073, -0.41728], [-0.62234, 0.74068, -1.48209], [-0.40328, -0.94927, -0.97160], [1.66457, -1.15110, -2.43210], [0.22404, 1.10935, -4.08435]], "lowdin_spin": [0.001, 0.002, 0.011, 0.506, 0.081, 0.044, 0.102, 0.783, 0.330, 0.017, 0.039, 0.001, 0.001, 0.021, 0.064], "charge": 1, "spin_multiplicity": 3, "relative_energy_kj_mol": 50.5, "s2": 2.019, "e_tot_ha": -2059.888295}